{"formula": "C3H7NO", "method": "ωB97M-V/def2-TZVPD", "e_lumo_ha": 0.0423, "de_lowest_kj_mol": 416.6, "smiles": "NOC1CC1", "gap_ev": 10.14, "species": ["C", "C", "C", "N", "O", "H", "H", "H", "H", "H", "H", "H"], "coordinates": [[-1.31463, 0.77426, -0.06928], [-1.20420, -0.66845, -0.47317], [-0.10392, -0.01389, 0.30908], [2.30669, -0.35848, -0.07341], [1.13217, 0.46016, -0.19252], [-1.16777, 1.54277, -0.71790], [-2.16724, 0.94891, 0.65948], [-1.77546, -1.45633, -0.06135], [-1.08317, -0.86232, -1.46698], [-0.04290, -0.19320, 1.35197], [2.41305, -0.45675, 0.93152], [3.00738, 0.28333, -0.19743]], "mulliken_charge": [-0.53, -0.62, 0.14, -0.56, -0.20, 0.28, 0.19, 0.25, 0.24, 0.30, 0.24, 0.28]}